A cluster of 12 separate species, C48H84N12 in total in a non-equilibrium geometry. Source: OMol25; level of theory: ωB97M-V/def2-TZVPD.

Each line ends with the Mulliken charge.
CARTESIAN COORDINATES (ANGSTROEM)
C (-1.48484, 3.62929, 6.82317)  -1.322
C (-0.43538, 3.81566, 5.72120)  0.422
C (0.95854, 4.07784, 6.28159)  -0.418
C (1.20183, 5.18874, 7.19498)  0.234
N (1.40606, 6.07772, 7.89200)  -0.456
H (-1.25792, 2.76717, 7.45438)  0.369
H (-2.48464, 3.49555, 6.40745)  0.172
H (-1.53326, 4.54230, 7.41934)  0.438
H (-0.81835, 4.60889, 5.08221)  -0.147
H (-0.41598, 2.93458, 5.07893)  0.090
H (1.62243, 4.20206, 5.42061)  0.146
H (1.30660, 3.16859, 6.78120)  0.324
C (4.19081, 5.15177, 1.45014)  -1.129
C (4.71221, 3.75536, 1.21626)  -0.726
C (3.65137, 2.63478, 1.13299)  0.374
C (2.74993, 2.90271, 0.00134)  -0.058
N (2.03690, 3.13333, -0.86942)  -0.417
H (3.73519, 5.25759, 2.43728)  0.220
H (3.40910, 5.39339, 0.72822)  0.323
H (5.00994, 5.86854, 1.41164)  0.375
H (5.44363, 3.46506, 1.97797)  0.444
H (5.30581, 3.62667, 0.30516)  0.278
H (3.02448, 2.49183, 2.01027)  0.398
H (4.20536, 1.74456, 0.83360)  -0.113
C (-0.30790, 0.69679, -0.97979)  1.523
C (0.36235, -0.13062, 0.14159)  2.166
C (-0.20064, 0.20177, 1.51322)  0.027
C (0.14438, 1.53821, 2.00390)  -0.283
N (0.46251, 2.55683, 2.43043)  -0.437
H (-0.39579, 1.76407, -0.81577)  0.167
H (-1.32454, 0.27799, -0.99406)  -1.153
H (0.16634, 0.43803, -1.92650)  -0.756
H (1.41176, 0.19012, 0.14774)  -0.555
H (0.42943, -1.17231, -0.16042)  -1.327
H (0.12691, -0.51169, 2.27220)  0.328
H (-1.29082, 0.10180, 1.51533)  0.316
C (-0.29384, -2.11908, -3.99190)  -0.538
C (-1.61148, -1.48535, -4.41489)  -0.073
C (-2.25015, -1.96922, -5.71468)  -0.562
C (-1.27948, -1.95273, -6.81531)  0.197
N (-0.53206, -1.94905, -7.68658)  -0.483
H (0.18900, -1.48724, -3.24659)  -0.381
H (0.40247, -2.23274, -4.82767)  0.353
H (-0.44194, -3.12512, -3.59225)  0.421
H (-1.44724, -0.40579, -4.43050)  0.025
H (-2.31051, -1.57015, -3.57614)  0.261
H (-3.00540, -1.24364, -6.02354)  0.357
H (-2.67320, -2.97055, -5.65446)  0.345
C (4.72094, -4.58865, -3.25924)  -0.806
C (3.38448, -5.27483, -3.56963)  -0.870
C (2.22652, -4.27974, -3.49606)  -0.182
C (1.98031, -3.73536, -2.15249)  -0.202
N (1.72394, -3.27374, -1.13246)  0.087
H (5.52978, -5.31261, -3.20697)  0.410
H (4.62116, -4.08070, -2.29709)  0.078
H (4.91231, -3.84802, -4.03668)  0.229
H (3.20429, -6.09487, -2.87243)  0.349
H (3.40602, -5.69602, -4.57488)  0.410
H (1.27914, -4.78179, -3.71093)  0.442
H (2.36242, -3.42352, -4.15730)  0.229
C (-4.51547, -0.54346, -0.64140)  -0.204
C (-5.31847, 0.29516, -1.65224)  -0.370
C (-6.77816, 0.43076, -1.22573)  -0.554
C (-7.43470, -0.87408, -1.18531)  0.268
N (-7.92015, -1.91389, -1.17555)  -0.444
H (-4.80337, -0.25423, 0.37282)  0.454
H (-3.43714, -0.48834, -0.76850)  -0.919
H (-4.83934, -1.58530, -0.71693)  0.554
H (-5.25465, -0.21784, -2.61522)  0.251
H (-4.83571, 1.26220, -1.79251)  0.278
H (-7.28718, 1.12763, -1.89132)  0.332
H (-6.83945, 0.85887, -0.22199)  0.302
C (-3.12654, -0.76365, 5.20708)  -0.815
C (-4.61451, -0.45561, 5.37020)  -0.401
C (-4.85420, 1.03464, 5.64468)  -0.530
C (-4.36933, 1.97671, 4.64471)  0.177
N (-3.95649, 2.69967, 3.85359)  -0.325
H (-2.92709, -1.82888, 5.12834)  0.337
H (-2.57904, -0.37520, 6.06992)  0.333
H (-2.73614, -0.26486, 4.32013)  0.046
H (-5.00052, -0.95015, 6.26285)  0.283
H (-5.18967, -0.79154, 4.50719)  0.296
H (-4.32772, 1.26170, 6.57597)  0.287
H (-5.91936, 1.22838, 5.78347)  0.337
C (1.72999, 1.33951, -6.05278)  -1.559
C (0.59745, 1.33615, -5.01845)  0.883
C (0.59254, 2.50550, -4.02815)  0.766
C (0.95820, 3.80724, -4.57020)  0.069
N (1.27090, 4.82820, -4.99242)  -0.544
H (1.78322, 2.28353, -6.59348)  0.479
H (1.69570, 0.46866, -6.70494)  0.364
H (2.71341, 1.26429, -5.57315)  0.250
H (0.64646, 0.40953, -4.44379)  -0.898
H (-0.33283, 1.28848, -5.58863)  0.559
H (1.24912, 2.33381, -3.17176)  -0.430
H (-0.41732, 2.57877, -3.61590)  0.164
C (1.68044, -4.41811, 2.43791)  -0.460
C (3.03393, -4.23711, 3.11423)  -0.651
C (4.01636, -3.41956, 2.26231)  -0.467
C (3.64772, -2.03616, 1.92948)  0.236
N (3.36339, -0.95272, 1.67594)  -0.388
H (1.70933, -4.54717, 1.35622)  -0.062
H (1.10915, -3.49549, 2.59296)  0.126
H (1.05890, -5.18917, 2.89210)  0.391
H (3.54760, -5.18782, 3.25673)  0.327
H (2.88606, -3.72560, 4.06458)  0.337
H (4.16646, -3.95095, 1.31912)  0.181
H (4.99772, -3.32267, 2.73267)  0.426
C (5.01833, 0.72903, -1.83147)  -1.502
C (4.27385, -0.60564, -1.83561)  0.365
C (3.45519, -0.75519, -3.10830)  2.831
C (4.23046, -0.83699, -4.34516)  -0.097
N (4.84055, -0.90382, -5.31587)  -0.592
H (5.87974, 0.70925, -2.50131)  0.449
H (5.46347, 0.89772, -0.84653)  0.383
H (4.33336, 1.55191, -2.03281)  0.267
H (3.55946, -0.55569, -1.00927)  -0.585
H (4.95377, -1.43260, -1.63330)  0.512
H (2.76455, 0.08930, -3.19539)  -0.791
H (2.80897, -1.62980, -3.03184)  -1.446
C (-2.84691, 3.39227, -0.24039)  -0.725
C (-2.95296, 4.54321, 0.78076)  -0.760
C (-1.98311, 4.36383, 1.94891)  0.492
C (-2.31738, 5.18997, 3.10112)  -0.037
N (-2.56203, 5.82007, 4.03007)  -0.572
H (-1.93568, 3.42552, -0.83073)  0.213
H (-3.71302, 3.47677, -0.90201)  0.399
H (-3.00491, 2.46234, 0.31016)  0.112
H (-3.96480, 4.44382, 1.18516)  0.364
H (-2.91052, 5.51523, 0.29291)  0.407
H (-0.96534, 4.56289, 1.60826)  0.490
H (-1.94899, 3.33590, 2.29922)  -0.321
C (-1.00023, -5.58466, 0.17347)  -0.971
C (-2.05896, -4.68351, -0.48281)  -0.830
C (-1.71362, -3.22816, -0.22788)  2.371
C (-1.74819, -2.81630, 1.16862)  0.066
N (-1.74361, -2.40913, 2.24198)  -0.499
H (-1.02355, -6.62542, -0.15184)  0.441
H (-1.11131, -5.60613, 1.25961)  0.325
H (0.00832, -5.22412, -0.03929)  0.060
H (-3.01962, -4.90556, -0.01520)  0.377
H (-2.11117, -4.97445, -1.53041)  0.402
H (-2.33574, -2.55718, -0.82464)  -0.283
H (-0.67920, -2.98892, -0.50268)  -1.318

Its SMILES is CCCC#N.CCCC#N.CCCC#N.CCCC#N.CCCC#N.CCCC#N.CCCC#N.CCCC#N.CCCC#N.CCCC#N.CCCC#N.CCCC#N. As for the HOMO-LUMO gap: 0.3880 Ha. As for the energy above the lowest of the compared OMol25 structures with the same formula, charge and spin: 23.6 kcal/mol. The HOMO energy is -10.71 eV. As for the molar mass: 829.3 g mol⁻¹. For the total energy, the calculation gives -2536.3469 a.u. For the LUMO energy, the calculation gives -0.15 eV. The calculation puts the strongest force on any atom at 0.0508 Eh/bohr.